{
  "formula": "C22H34CrNO3P3",
  "method": "wB97M-V/def2-TZVPD",
  "e_lumo_ev": [-3.19, -3.17],
  "charge": 1,
  "homo_energy_ev": [-10.14, -10.25],
  "e_tot_ev": -87279.4194,
  "multiplicity": 4,
  "e_above_lowest_kcal_mol": 12.5,
  "species": ["C", "C", "C", "C", "C", "C", "C", "C", "C", "C", "C", "C", "C", "H", "H", "H", "H", "H", "H", "H", "N", "Cr", "C", "H", "H", "C", "H", "H", "P", "P", "C", "H", "H", "H", "C", "H", "H", "H", "C", "H", "H", "H", "C", "H", "H", "H", "H", "H", "C", "O", "P", "O", "C", "O", "C", "H", "H", "H", "H", "H", "H", "H", "H", "H"],
  "positions_angstrom": [[4.3872, -0.3791, 1.8014], [3.5148, -0.4068, 0.7222], [2.7968, -1.6071, 0.4258], [2.8509, -2.7208, 1.3465], [3.7400, -2.6318, 2.4464], [4.5047, -1.4891, 2.6514], [1.9877, -3.7984, 1.1022], [1.1031, -3.8070, 0.0152], [1.1269, -2.6583, -0.8643], [0.1729, -2.5482, -1.9232], [-0.7158, -3.5895, -2.1545], [-0.7065, -4.7357, -1.3397], [0.1754, -4.8415, -0.2688], [4.9873, 0.5152, 1.9654], [3.7998, -3.5015, 3.1071], [5.2030, -1.4348, 3.4797], [2.0203, -4.6598, 1.7596], [-1.3996, -3.5077, -2.9990], [-1.4040, -5.5371, -1.5615], [0.1933, -5.7167, 0.3854], [1.9815, -1.6358, -0.6493], [-0.0964, 0.7933, 0.0431], [3.2851, 0.7969, -0.1650], [3.0355, 0.4713, -1.1836], [4.1449, 1.4778, -0.1467], [0.1825, -1.2785, -2.7545], [1.2139, -0.8944, -2.8220], [-0.2670, -1.4665, -3.7418], [1.8242, 1.7993, 0.3356], [-0.7444, 0.1023, -1.9817], [-2.4620, -0.4390, -2.2898], [-3.1685, 0.3606, -2.0026], [-2.5899, -0.6792, -3.3538], [-2.6522, -1.3103, -1.6502], [-0.5030, 1.4472, -3.1795], [-0.8480, 1.0949, -4.1643], [-1.0971, 2.3131, -2.8546], [0.5600, 1.7234, -3.2144], [2.3166, 2.4227, 1.9608], [3.3122, 2.8749, 1.8764], [1.5609, 3.1558, 2.2684], [2.3149, 1.5768, 2.6551], [1.9663, 3.2409, -0.7575], [1.1721, 3.9490, -0.4890], [2.9545, 3.6859, -0.5767], [1.8544, 2.9372, -1.8061], [0.1004, -0.4833, 0.9163], [-0.2368, 1.2513, 1.5342], [-5.0441, 1.8080, -0.9157], [-4.4338, 0.9775, 0.1278], [-2.7724, 0.9364, 0.3665], [-2.4726, 2.5146, 0.6173], [-3.1879, 3.4420, 1.4691], [-2.7973, 0.1148, 1.7230], [-2.7751, 0.6499, 3.0692], [-5.5567, 1.1238, -1.5981], [-4.3068, 2.3817, -1.4969], [-5.7805, 2.5001, -0.4830], [-3.5033, 4.2800, 0.8323], [-4.0509, 2.9925, 1.9807], [-2.4589, 3.7887, 2.2021], [-3.8111, 0.7776, 3.4098], [-2.2244, 1.6047, 3.1226], [-2.2764, -0.1242, 3.6690]]
}